# 1
The following is a quantum chemistry calculation of a 2-piece molecular cluster, C32H56N4OS overall, from the OMol25 dataset.

Results
* gap between HOMO and LUMO: 1.149 eV
* E_tot: -52920.399 eV

Each line ends with the Löwdin charge.
Atoms and positions in Å:
1 S 8.4743 -3.6843 -0.6705  0.61
2 C 8.7701 -1.9860 -1.4216  -0.54
3 C 7.3813 -1.2802 -1.8069  -0.27
4 C 6.7713 -1.7364 -3.2235  -0.14
5 N 6.1768 -0.5834 -4.0104  -0.18
6 C 5.2662 0.2161 -3.2384  0.05
7 C 4.6511 1.4606 -3.9791  -0.10
8 C 3.6617 2.5052 -3.3034  -0.16
9 C 2.9332 1.9887 -1.9711  -0.20
10 C 3.7975 2.1217 -0.6284  -0.20
11 C 4.1443 3.6216 -0.1835  -0.21
12 C 2.8849 4.6052 -0.0534  -0.21
13 C 1.5595 3.9464 0.5664  -0.20
14 C 1.7908 3.0253 1.8582  -0.19
15 C 0.9592 1.6304 1.7183  -0.21
16 C -0.5811 1.8410 1.3131  -0.20
17 C -0.9383 1.4811 -0.2139  -0.22
18 C -1.6044 0.0351 -0.4326  -0.15
19 C -0.4266 -0.9837 -0.8528  -0.15
20 N -0.4413 -2.2080 0.0226  -0.20
21 C -0.3619 -2.1664 1.4599  -0.06
22 C -0.3948 -3.6778 1.8253  -0.08
23 C -0.5065 -4.4913 0.4841  -0.08
24 C -0.5383 -3.4584 -0.6934  -0.06
25 C 5.1462 1.5665 -5.4501  -0.01
26 C 6.1199 0.5237 -6.0631  -0.06
27 N 6.6048 -0.5232 -5.2646  0.05
28 H 8.0808 -3.4711 0.6628  -0.12
29 H 9.5358 -1.9965 -2.2645  0.09
30 H 9.2210 -1.3568 -0.5636  0.08
31 H 7.5661 -0.1367 -1.7946  0.12
32 H 6.5569 -1.4709 -1.0180  0.11
33 H 7.6330 -2.2178 -3.8174  0.13
34 H 6.0021 -2.5800 -3.0699  0.14
35 H 4.9920 -0.0208 -2.1475  0.12
36 H 4.1796 3.5018 -3.0631  0.12
37 H 2.8280 2.7102 -4.0797  0.13
38 H 1.9051 2.4891 -1.9333  0.10
39 H 2.7217 0.8606 -2.1288  0.11
40 H 4.8141 1.6072 -0.8467  0.10
41 H 3.3336 1.4888 0.2202  0.10
42 H 4.6869 3.5604 0.8287  0.11
43 H 4.8911 4.0790 -0.9210  0.10
44 H 3.1836 5.5027 0.5858  0.11
45 H 2.6275 5.0323 -1.0973  0.11
46 H 0.9640 3.4419 -0.2760  0.08
47 H 0.8940 4.8284 0.9143  0.12
48 H 1.4094 3.4971 2.8394  0.12
49 H 2.8729 2.7210 2.0519  0.09
50 H 1.4253 0.9137 0.9608  0.08
51 H 0.9528 1.0661 2.7300  0.11
52 H -0.8590 2.9518 1.4670  0.11
53 H -1.3229 1.2414 1.9692  0.11
54 H 0.0234 1.5601 -0.8534  0.08
55 H -1.6218 2.3268 -0.6122  0.12
56 H -2.3132 0.1382 -1.3403  0.12
57 H -2.1552 -0.2460 0.5244  0.09
58 H -0.4744 -1.2558 -1.9743  0.12
59 H 0.6142 -0.5003 -0.7081  0.10
60 H -0.2723 -1.2714 2.1647  0.11
61 H -0.3561 -4.0735 2.8925  0.07
62 H -0.5477 -5.6192 0.3357  0.07
63 H -0.5969 -3.6418 -1.8120  0.11
64 H 4.7740 2.4118 -6.1270  0.10
65 H 6.4365 0.6230 -7.1597  0.12
66 C -4.9373 -2.4950 3.4068  -0.03
67 C -5.4001 -1.9527 2.0390  -0.49
68 C -6.7025 -2.6661 1.6125  -0.15
69 C -7.9457 -2.2823 2.4100  -0.19
70 C -7.8899 -0.8683 2.9840  -0.15
71 C -6.9290 0.0930 2.2488  -0.51
72 N -5.5907 -0.5072 2.2473  -0.15
73 O -4.6526 0.2739 1.6409  -0.17
74 C -6.8918 1.3908 3.0844  -0.05
75 C -7.4975 0.4347 0.8583  -0.03
76 C -4.3355 -2.3582 0.9997  -0.05
77 H -3.9955 -2.0331 3.7144  0.08
78 H -4.7751 -3.5788 3.3720  0.08
79 H -5.6696 -2.2996 4.1941  0.07
80 H -6.8977 -2.4583 0.5549  0.10
81 H -6.5727 -3.7543 1.6682  0.12
82 H -8.8236 -2.3861 1.7630  0.11
83 H -8.0956 -2.9923 3.2298  0.10
84 H -8.9035 -0.4531 3.0099  0.11
85 H -7.5840 -0.9416 4.0341  0.11
86 H -6.4500 1.2108 4.0694  0.08
87 H -7.9026 1.7820 3.2439  0.08
88 H -6.3133 2.1788 2.5941  0.07
89 H -8.4928 0.8841 0.9524  0.08
90 H -7.6011 -0.4402 0.2117  0.07
91 H -6.8708 1.1596 0.3322  0.08
92 H -4.2294 -3.4477 0.9571  0.08
93 H -3.3491 -1.9585 1.2453  0.05
94 H -4.6064 -2.0185 -0.0048  0.08

# 2
The following is a quantum chemistry calculation of C32H57N5OPSSi4TeTi as an isolated structure, from the OMol25 dataset.

Results
* energy above the lowest of the compared OMol25 structures with the same formula, charge and spin: 0.997 eV
* expectation value of S²: 0.772
* spin multiplicity: 2
* gap between HOMO and LUMO (alpha / beta): 6.453 / 6.564 eV
* net charge: +2
* E_tot: -125642.766 eV

Each line ends with the Mulliken spin population.
Atoms and positions in Å:
1 Ti 1.6899 0.0867 0.7460  1.11
2 N 0.6473 -0.5179 2.5652  -0.01
3 C 0.2997 0.5441 3.5501  -0.02
4 C 1.5374 1.2106 4.1241  -0.01
5 C 2.2975 2.0901 3.1485  0.02
6 N 2.9641 1.2981 2.0742  0.00
7 H -0.2126 -0.9679 2.2307  0.00
8 H 1.1453 -1.2575 3.0589  0.01
9 H -0.2970 0.1127 4.3555  0.01
10 H -0.3220 1.2727 3.0304  0.02
11 H 2.2084 0.4561 4.5536  0.00
12 H 1.2251 1.8358 4.9621  0.00
13 H 3.0470 2.6741 3.6843  0.00
14 H 1.6196 2.7841 2.6507  0.00
15 H 3.7207 0.7557 2.4909  0.01
16 H 3.4226 1.9497 1.4376  0.00
17 O 3.7317 1.3373 -0.8754  0.00
18 N 3.6534 0.0578 -0.3467  -0.01
19 C 4.6668 -0.6993 -0.4967  0.03
20 C 4.8065 -2.0528 0.0493  0.01
21 C 6.1197 -2.4716 0.2470  0.01
22 C 6.3946 -3.7161 0.7948  0.00
23 C 5.3465 -4.5564 1.1200  0.00
24 C 4.0311 -4.1616 0.8892  0.00
25 C 3.7355 -2.9146 0.3556  -0.02
26 P 2.0047 -2.4353 -0.0243  0.00
27 C 1.0411 -3.8821 0.4904  -0.01
28 C 0.8046 -4.0867 1.8503  0.00
29 C 0.1022 -5.1962 2.2872  0.00
30 C -0.3775 -6.1171 1.3628  0.00
31 C -0.1468 -5.9224 0.0100  0.00
32 C 0.5633 -4.8107 -0.4281  0.00
33 C 2.0093 -2.4409 -1.8441  -0.03
34 C 2.8076 -3.3350 -2.5580  0.00
35 C 2.7814 -3.3388 -3.9446  0.00
36 C 1.9659 -2.4468 -4.6287  0.00
37 C 1.1798 -1.5443 -3.9252  0.01
38 C 1.2025 -1.5381 -2.5368  0.00
39 H 4.4767 1.3851 -1.4987  0.00
40 H 5.5332 -0.3010 -1.0268  0.00
41 H 6.9359 -1.8128 -0.0243  0.00
42 H 7.4184 -4.0248 0.9532  0.00
43 H 5.5422 -5.5354 1.5363  0.00
44 H 3.2315 -4.8538 1.1158  0.00
45 H 1.1935 -3.3900 2.5853  0.00
46 H -0.0649 -5.3497 3.3450  0.00
47 H -0.9199 -6.9899 1.7012  0.00
48 H -0.5067 -6.6454 -0.7105  0.00
49 H 0.7404 -4.6737 -1.4863  0.00
50 H 3.4471 -4.0362 -2.0345  0.00
51 H 3.3989 -4.0387 -4.4917  0.00
52 H 1.9519 -2.4499 -5.7106  0.00
53 H 0.5557 -0.8335 -4.4525  0.00
54 H 0.5921 -0.8244 -1.9963  0.01
55 C -4.6018 3.5909 1.7170  0.00
56 Si -2.9191 2.7784 1.8148  0.00
57 C -1.7867 3.7482 2.9594  0.00
58 C -3.1229 1.0156 2.4285  0.00
59 Si -2.0470 2.8415 -0.3607  -0.01
60 Te 0.3519 1.9142 -0.3821  -0.13
61 Si -1.5047 5.0159 -1.1143  0.00
62 C -0.2455 5.7848 0.0402  0.00
63 C -0.7769 4.8594 -2.8325  0.00
64 C -3.0711 6.0384 -1.1406  0.00
65 Si -3.2779 1.6137 -1.9723  0.00
66 C -2.0931 0.7567 -3.1484  -0.01
67 C -4.3456 2.8407 -2.8990  0.00
68 C -4.3862 0.3603 -1.1276  0.00
69 H -5.0680 3.6110 2.7054  0.00
70 H -5.2702 3.0432 1.0491  0.00
71 H -4.5387 4.6192 1.3589  0.00
72 H -2.0477 3.5696 4.0057  0.00
73 H -1.8851 4.8195 2.7750  0.00
74 H -0.7335 3.4931 2.8175  0.00
75 H -3.2286 1.0024 3.5166  0.00
76 H -2.2933 0.3654 2.1457  0.00
77 H -4.0265 0.5780 1.9996  0.00
78 H 0.6732 5.1963 0.0808  0.00
79 H -0.6333 5.8839 1.0552  0.00
80 H 0.0148 6.7849 -0.3155  0.00
81 H 0.1250 4.2433 -2.8302  0.00
82 H -0.5035 5.8468 -3.2128  0.00
83 H -1.4856 4.4191 -3.5359  0.00
84 H -3.4753 6.1814 -0.1371  0.00
85 H -3.8476 5.5848 -1.7583  0.00
86 H -2.8580 7.0288 -1.5506  0.00
87 H -1.4047 1.4649 -3.6150  0.00
88 H -2.6521 0.2508 -3.9410  0.00
89 H -1.5095 0.0149 -2.5988  0.00
90 H -3.7522 3.5855 -3.4311  0.00
91 H -5.0204 3.3687 -2.2217  0.00
92 H -4.9627 2.3196 -3.6353  0.00
93 H -3.8071 -0.3138 -0.4953  0.00
94 H -4.9139 -0.2391 -1.8752  0.00
95 H -5.1415 0.8535 -0.5121  0.00
96 N -1.9616 -3.0553 -1.8722  0.00
97 C -2.1242 -2.7431 -0.5846  0.00
98 N -2.9844 -3.4697 0.1324  0.00
99 S -1.2963 -1.4364 0.1110  0.00
100 H -2.4903 -3.7850 -2.3213  0.00
101 H -1.3327 -2.5030 -2.4312  0.00
102 H -3.5497 -4.1991 -0.2706  0.00
103 H -3.1313 -3.2244 1.0954  0.00